Entry 1:
# C44H84Br21ClFN4O6P2S

A 11-piece molecular cluster, C44H84Br21ClFN4O6P2S overall (ωB97M-V/def2-TZVPD, the OMol25 dataset).

Cartesian coordinates (Å):
C  1.77  1.01  0.62
C  0.81  -0.24  0.25
C  1.46  -1.03  -0.90
Br  3.09  -1.75  0.06
C  0.70  -2.08  -1.88
S  2.26  -2.77  -2.73
O  2.10  -3.46  -4.00
O  3.21  -1.71  -3.06
F  2.93  -4.00  -1.85
C  -0.20  -3.17  -1.15
C  0.07  -3.30  0.44
C  -0.68  -4.53  1.15
C  -0.75  -4.20  2.73
C  0.43  -4.96  3.50
C  -0.03  -6.35  4.07
N  -0.86  -6.13  5.28
P  0.05  -5.09  -1.48
C  -1.68  -5.84  -1.77
O  0.73  -5.55  -2.92
O  -1.62  -3.05  -1.28
C  -2.27  -1.79  -1.30
C  -3.75  -2.17  -1.82
C  -4.11  -2.37  -3.28
C  -4.17  -3.59  -4.07
C  -4.59  -3.66  -5.47
C  -5.02  -2.46  -6.19
C  -5.00  -1.21  -5.41
C  -4.58  -1.17  -4.03
C  -2.65  -1.21  0.15
C  -3.47  -2.16  1.10
C  -5.04  -1.85  1.12
Cl  -2.98  -1.67  2.82
C  -1.49  -0.78  -2.23
C  -1.54  0.77  -1.88
N  -0.16  -1.26  -2.85
N  0.54  -0.21  -3.52
P  -0.58  -2.15  -4.40
N  -0.98  -3.63  -4.21
O  -1.83  -1.41  -5.24
O  0.60  -1.86  -5.57
H  1.12  1.83  1.05
H  2.26  1.47  -0.28
H  2.48  0.75  1.44
H  -0.19  0.22  0.23
H  0.87  -0.82  1.22
H  2.03  -0.26  -1.50
H  -0.33  -2.44  1.01
H  1.14  -3.57  0.65
H  -1.73  -4.68  0.82
H  -0.06  -5.46  1.19
H  -0.58  -3.12  2.96
H  -1.72  -4.52  3.18
H  0.84  -4.32  4.33
H  1.30  -5.10  2.78
H  -0.55  -6.94  3.27
H  0.90  -6.91  4.38
H  -0.26  -5.73  6.00
H  -1.16  -7.05  5.62
H  -1.53  -6.81  -2.32
H  -2.27  -5.19  -2.46
H  -2.18  -6.10  -0.82
H  1.59  -6.00  -2.81
H  -4.44  -1.36  -1.45
H  -3.98  -3.15  -1.31
H  -3.91  -4.56  -3.59
H  -4.62  -4.63  -6.03
H  -5.35  -2.51  -7.25
H  -5.35  -0.29  -5.93
H  -4.62  -0.16  -3.54
H  -1.78  -0.86  0.74
H  -3.32  -0.31  0.03
H  -3.37  -3.25  0.91
H  -5.52  -2.53  0.35
H  -5.51  -2.09  2.10
H  -5.25  -0.81  0.76
H  -2.24  -0.70  -3.09
H  -0.56  1.20  -1.55
H  -1.78  1.40  -2.79
H  -2.31  1.06  -1.14
H  0.88  0.57  -2.98
H  -0.12  0.20  -4.20
H  -0.33  -4.22  -4.75
H  -1.89  -1.95  -6.05
H  0.64  -2.64  -6.16
Br  0.40  3.81  -1.68
C  -0.55  4.83  -0.31
C  0.42  5.52  0.61
Br  1.20  4.28  1.88
H  -1.21  4.13  0.20
H  -1.15  5.55  -0.86
H  -0.10  6.27  1.21
H  1.24  6.00  0.08
Br  1.50  -9.02  -3.03
C  2.00  -9.43  -4.87
C  2.71  -8.26  -5.52
Br  1.45  -6.87  -6.03
H  1.09  -9.72  -5.39
H  2.66  -10.29  -4.80
H  3.18  -8.57  -6.45
H  3.45  -7.80  -4.87
Br  4.15  7.21  2.14
C  3.94  7.61  0.25
C  3.47  9.02  0.03
Br  1.56  9.20  0.41
H  3.27  6.86  -0.16
H  4.93  7.47  -0.18
H  3.57  9.31  -1.02
H  3.98  9.75  0.65
Br  -2.56  7.64  -2.56
C  -4.47  7.24  -2.68
C  -4.84  6.08  -1.80
Br  -4.30  4.38  -2.61
H  -4.69  7.08  -3.73
H  -4.97  8.15  -2.34
H  -5.92  6.01  -1.70
H  -4.39  6.12  -0.82
Br  -2.45  8.10  -6.27
C  -1.53  9.81  -6.34
C  -0.04  9.63  -6.47
Br  0.76  9.11  -4.77
H  -1.82  10.36  -5.44
H  -1.94  10.32  -7.21
H  0.44  10.57  -6.74
H  0.23  8.87  -7.20
Br  -2.51  7.46  3.63
C  -0.78  8.26  4.03
C  0.24  7.21  4.40
Br  -0.03  6.56  6.21
H  -0.94  8.99  4.82
H  -0.49  8.78  3.12
H  1.24  7.63  4.39
H  0.21  6.34  3.74
Br  0.70  3.38  8.42
C  2.31  3.95  9.36
C  2.94  5.14  8.68
Br  3.90  4.61  7.06
H  2.97  3.09  9.41
H  1.98  4.21  10.36
H  3.70  5.59  9.32
H  2.22  5.90  8.38
Br  3.56  -12.55  -3.87
C  5.23  -12.06  -3.00
C  5.87  -10.87  -3.68
Br  6.73  -11.39  -5.35
H  5.86  -12.95  -3.00
H  4.95  -11.81  -1.98
H  6.66  -10.47  -3.06
H  5.16  -10.08  -3.92
Br  -4.32  4.29  7.30
C  -3.14  3.16  8.36
C  -3.77  1.82  8.64
Br  -5.12  1.96  10.05
H  -2.89  3.72  9.26
H  -2.24  3.04  7.75
H  -3.03  1.12  9.03
H  -4.26  1.39  7.78
Br  7.22  2.85  8.20
C  7.81  2.41  6.39
C  8.51  3.59  5.75
Br  7.23  4.93  5.15
H  6.94  2.08  5.84
H  8.50  1.58  6.51
H  9.03  3.27  4.85
H  9.21  4.09  6.41

Frontier orbital gap (eV): 7.0
Charge: +1
Electronic energy (eV): -1580768.1531

These are the Löwdin partial charges, in e, on atoms 1 to 99: -0.154, -0.308, -0.533, 0.889, -0.258, 0.706, -0.307, -0.281, -0.230, -0.423, -0.182, -0.232, -0.211, -0.207, -0.299, -0.027, 1.021, -0.201, -0.426, -0.137, -0.321, -0.065, -0.197, -0.044, -0.065, -0.070, -0.087, -0.055, -0.164, -0.611, -0.138, 0.617, -0.157, -0.042, -0.191, 0.095, 0.712, -0.065, -0.157, -0.163, -0.019, 0.068, 0.070, 0.078, 0.092, 0.071, 0.078, 0.079, 0.077, 0.082, 0.065, 0.098, 0.110, 0.109, 0.116, 0.107, 0.069, 0.066, 0.057, 0.000, 0.040, 0.007, 0.124, 0.141, 0.091, 0.105, 0.102, 0.100, 0.112, 0.062, 0.113, 0.100, 0.077, 0.068, 0.085, 0.116, -0.001, 0.094, 0.095, 0.110, 0.125, 0.027, 0.101, 0.095, 0.667, -0.645, -0.668, 0.703, 0.060, 0.011, 0.044, 0.014, 0.625, -0.694, -0.682, 0.636, 0.059, -0.045, 0.063



Entry 2:
# C6H18O4

A 5-piece molecular cluster, C6H18O4 overall (ωB97M-V/def2-TZVPD, the OMol25 dataset).

Cartesian coordinates (Å):
C  -0.04  -0.22  2.66
C  -0.47  -0.01  1.40
C  -0.13  1.07  0.53
C  0.73  0.81  -0.67
C  -0.55  2.31  0.86
C  -0.04  3.43  0.05
H  0.70  0.45  3.10
H  -0.49  -0.90  3.38
H  -1.08  -0.83  1.01
H  0.35  1.03  -1.67
H  0.83  -0.28  -0.90
H  1.74  1.09  -0.40
H  -1.24  2.52  1.65
H  -0.78  3.33  -0.77
H  0.87  3.81  -0.35
H  -0.38  4.39  0.53
O  -3.13  -1.93  0.24
H  -2.89  -1.15  -0.27
H  -2.85  -1.87  1.13
O  2.92  -0.24  0.72
H  3.16  -0.72  1.49
H  3.75  -0.07  0.21
O  -1.03  -1.16  -2.78
H  -1.17  -0.22  -2.79
H  -1.50  -1.52  -2.01
O  1.44  -2.67  -1.69
H  0.76  -3.27  -1.90
H  1.58  -2.21  -2.53

ΔE to the lowest compared entry with this formula, charge and spin (eV): 2.164
Structure (SMILES): C=C/C(C)=C/C.O.O.O.O
Frontier orbital gap (eV): 9.0
Electronic energy (eV): -14700.9606

Charges obtained by Löwdin population analysis, quoted in units of e: 0.030, -0.170, -0.328, -0.075, -0.114, -0.124, 0.056, 0.053, 0.075, 0.077, 0.062, 0.061, 0.106, 0.092, 0.068, 0.081, -0.033, 0.025, 0.000, -0.055, 0.028, 0.076, -0.040, 0.014, 0.034, -0.044, 0.006, 0.037



Entry 3:
# H5N2OP

A 2-piece molecular cluster, H5N2OP overall (ωB97M-V/def2-TZVPD, the OMol25 dataset).

Cartesian coordinates (Å):
N  0.33  1.44  -0.11
N  0.53  -1.18  0.81
O  -1.21  0.57  1.87
P  -0.48  0.13  0.62
H  0.55  1.79  -1.04
H  0.03  2.29  0.39
H  0.58  -1.54  1.75
H  0.97  -1.76  0.12
H  -1.46  -0.29  -0.99

ΔE to the lowest compared entry with this formula, charge and spin (eV): 1.708
Frontier orbital gap (eV): 10.7
Electronic energy (eV): -14397.4800

Charges obtained by Löwdin population analysis, quoted in units of e: -0.161, -0.118, -0.395, 0.450, 0.047, 0.040, 0.043, 0.045, 0.049



Entry 4:
# C4H9NO

One molecule with the formula C4H9NO (ωB97M-V/def2-TZVPD, the OMol25 dataset).

Cartesian coordinates (Å):
N  -0.05  1.39  -1.64
C  -0.84  0.26  -1.19
C  -0.68  -0.23  0.30
C  0.75  -0.62  0.57
C  1.29  -0.75  1.96
O  0.63  -0.55  2.95
H  -0.44  1.66  -2.53
H  -0.25  2.15  -0.99
H  -0.65  -0.68  -1.70
H  -1.91  0.55  -1.23
H  -1.21  0.44  0.96
H  -1.25  -1.17  0.31
H  1.37  0.15  0.09
H  0.87  -1.61  0.11
H  2.37  -0.98  2.02

ΔE to the lowest compared entry with this formula, charge and spin (eV): 1.693
Structure (SMILES): NCCCC=O
Frontier orbital gap (eV): 10.6
Electronic energy (eV): -7830.6265

Charges obtained by Löwdin population analysis, quoted in units of e: -0.011, -0.296, -0.206, -0.190, -0.270, 0.052, 0.060, 0.070, 0.102, 0.104, 0.108, 0.113, 0.113, 0.130, 0.120



Entry 5:
# C17H21BN6O3SZn

C17H21BN6O3SZn as an isolated structure (ωB97M-V/def2-TZVPD, the OMol25 dataset).

Cartesian coordinates (Å):
H  -0.25  2.44  1.13
N  -0.03  1.39  -0.69
B  0.64  0.56  -2.96
N  0.51  1.71  -1.91
C  0.93  2.99  -1.90
Zn  -1.13  -0.46  -0.18
H  1.37  3.42  -2.78
C  0.65  3.52  -0.64
H  0.84  4.51  -0.28
C  0.06  2.47  0.09
H  1.11  0.94  -3.99
C  -1.14  -2.32  0.55
H  -1.83  -1.64  1.04
H  -0.41  -2.95  1.05
H  -1.62  -2.82  -0.29
N  -0.79  -0.07  -3.10
N  1.50  -0.53  -2.25
N  -1.43  -0.58  -1.94
N  1.07  -1.11  -1.07
C  -1.59  -0.12  -4.17
C  2.74  -0.96  -2.56
H  -1.23  0.25  -5.16
H  3.22  -0.61  -3.46
C  -2.85  -0.68  -3.75
C  3.13  -1.85  -1.57
C  -2.66  -0.92  -2.38
C  2.06  -1.91  -0.65
H  -3.72  -0.85  -4.36
H  4.07  -2.38  -1.50
H  -3.38  -1.29  -1.64
H  2.03  -2.45  0.28
H  -2.30  0.79  0.18
C  -0.02  0.60  8.10
C  0.30  0.33  6.66
C  0.53  -0.98  6.23
C  0.83  -1.25  4.90
C  0.93  -0.19  4.00
C  0.67  1.12  4.39
C  0.37  1.38  5.73
S  1.31  -0.51  2.28
O  2.57  0.16  2.01
O  1.33  -1.98  2.25
O  0.15  0.11  1.62
H  -0.93  0.07  8.41
H  0.79  0.26  8.76
H  -0.17  1.67  8.27
H  0.48  -1.80  6.95
H  1.00  -2.27  4.55
H  0.72  1.93  3.67
H  0.19  2.40  6.06

Frontier orbital gap (spin up / spin down) (eV): 4.9 / 6.3
Electronic energy (eV): -92978.2164

Charges obtained by Löwdin population analysis, quoted in units of e: 0.099, -0.016, -0.464, -0.009, -0.053, 0.560, 0.121, -0.044, 0.087, -0.131, 0.115, 0.053, 0.021, 0.047, 0.037, 0.019, -0.033, -0.090, 0.043, -0.031, -0.078, 0.147, 0.114, -0.029, -0.050, -0.159, -0.124, 0.088, 0.086, 0.118, 0.081, 0.203, -0.063, -0.283, -0.043, -0.050, -0.262, -0.055, -0.043, 0.480, -0.295, -0.378, -0.411, 0.081, 0.082, 0.071, 0.113, 0.107, 0.110, 0.109